#A
Below is a structure of composition C2H3NO3, with properties calculated with ωB97M-V/def2-TZVPD.

Properties
* lowest unoccupied orbital energy: -0.734 eV
* highest occupied orbital energy: -9.2 eV
* orbital gap: 8.5 eV

```
! wB97M-V def2-TZVPD RIJCOSX def2/J DEFGRID3
* xyz 0 1
C 0.011 0.142 -0.584
C -0.141 0.341 0.722
N -1.289 1.449 2.736
O -1.344 0.378 3.186
O -1.527 2.536 3.058
O -0.361 1.526 1.277
H 0.083 -0.933 -0.960
H 0.205 1.075 -1.169
H -0.267 -0.354 1.524
*
```

=====

#B
Below is the molecule C2H3NO3, with properties calculated with ωB97M-V/def2-TZVPD.

Properties
* lowest unoccupied orbital energy: -0.481 eV
* highest occupied orbital energy: -9.8 eV
* orbital gap: 9.3 eV
* SMILES: O=[N+]([O-])/C=C/O

```
! wB97M-V def2-TZVPD RIJCOSX def2/J DEFGRID3
* xyz 0 1
O -1.290 1.228 -1.105
N -0.104 1.229 -0.880
O 0.659 1.957 -1.522
C 0.462 0.469 0.084
C -0.259 -0.739 0.522
O 0.302 -1.625 1.324
H 1.525 0.831 0.373
H -1.315 -0.754 0.025
H 0.019 -2.597 1.178
*
```

=====

It turns out #B is the most stable, with the second structure 24.2 kcal/mol higher.